# 1
Below is a cluster of 2 separate species, C26H23ClNO in total at a distorted geometry, with properties calculated with the ωB97M-V functional and the def2-TZVPD basis.

Atoms and positions in Å:
Cl: 6.08995 -0.55469 4.21269
C: 4.39324 -0.53429 4.19331
C: 3.67649 -1.74829 4.17276
C: 2.28440 -1.72347 4.05573
C: 1.62303 -0.49604 3.91103
N: 0.26878 -0.46000 3.52328
C: 2.31638 0.70687 4.08097
C: 3.70677 0.69758 4.19029
H: 4.21201 -2.69414 4.23695
H: 1.70421 -2.65286 4.05774
H: -0.19747 0.34627 3.92785
H: -0.21299 -1.31101 3.79154
H: 1.75865 1.65097 4.09599
H: 4.26494 1.62913 4.26172
C: -6.88541 1.62997 1.24829
C: -5.44573 1.25263 1.08560
C: -4.59662 1.19957 2.20136
C: -3.28046 0.80920 2.09227
C: -2.69659 0.44265 0.83858
C: -1.38259 -0.07192 0.83628
C: -0.63401 -0.59526 -0.24434
C: -1.12547 -0.91411 -1.54770
C: -0.26727 -1.22890 -2.59490
C: 1.09330 -1.40622 -2.33432
O: 1.98706 -1.77222 -3.32708
C: 2.38808 -0.81944 -4.28128
C: 3.71569 -0.40466 -4.23294
C: 4.09948 0.67913 -5.03218
C: 3.17936 1.24412 -5.91765
C: 1.88082 0.74498 -6.01630
C: 1.46590 -0.31091 -5.18836
C: 1.59636 -1.27221 -1.03093
C: 0.76087 -0.81936 -0.02948
C: -3.53730 0.64577 -0.30250
C: -4.88086 0.96286 -0.16299
H: -7.41793 1.54693 0.29755
H: -7.37892 0.98859 1.98967
H: -6.97469 2.66161 1.61360
H: -5.02570 1.46778 3.17025
H: -2.66035 0.75701 2.99273
H: -0.84740 -0.05437 1.77754
H: -2.18713 -0.92206 -1.75585
H: -0.63916 -1.39602 -3.60812
H: 4.38404 -0.90516 -3.53469
H: 5.11602 1.05072 -4.93344
H: 3.49271 2.07507 -6.54777
H: 1.16782 1.16594 -6.72233
H: 0.46214 -0.73217 -5.23841
H: 2.64450 -1.50879 -0.87593
H: 1.19347 -0.61917 0.94847
H: -3.12592 0.57912 -1.30273
H: -5.52651 0.99329 -1.04181

The HOMO energy comes out at -10.519 eV. Its charge is +1. The energy relative to the best compared isomer or geometry (same formula, charge and spin) is 4.2 kcal/mol. Its LUMO energy is -5.428 eV. The value obtained for the HOMO-LUMO gap is 5.09 eV.

Atom charges from the natural (NBO) analysis, given in e for atoms 1 to 5:
1. Cl 0.043
2. C -0.090
3. C -0.195
4. C -0.259
5. C 0.149

# 2
Below is a structure of composition C26H23CoO at a distorted geometry, with properties calculated with the ωB97M-V functional and the def2-TZVPD basis.

Atoms and positions in Å:
C: 0.42020 -1.62200 1.59560
C: -0.89240 -1.84430 1.11110
C: -0.79300 -2.21720 -0.24490
H: -1.80400 -1.74610 1.67600
C: 0.57210 -2.21770 -0.59550
C: 1.32940 -1.85090 0.53560
H: 2.40190 -1.76570 0.58740
H: 0.68080 -1.33530 2.59960
H: -1.61280 -2.43400 -0.90530
H: 0.96320 -2.40890 -1.58230
C: -0.96720 2.15370 0.28990
C: -0.63200 1.66350 1.56270
C: 0.77230 1.49190 1.61110
H: -1.32450 1.42870 2.35390
C: 1.30920 1.87960 0.36200
C: 0.22490 2.28200 -0.45400
H: 0.28480 2.59180 -1.48410
H: -1.95980 2.34660 -0.07670
H: 1.33660 1.13450 2.45490
H: 2.35240 1.88610 0.09310
Co: 0.00000 0.00000 0.00000
O: -0.31060 -0.15180 -3.98940
C: -1.41140 -0.91890 -4.46640
C: -0.13380 -0.91750 -5.18590
H: -1.68770 -1.77270 -3.85510
H: -2.23800 -0.34460 -4.87260
H: 0.50380 -1.78860 -5.05880
H: 0.80300 -1.90630 -7.49660
C: 0.53710 -0.85920 -7.57630
C: 0.05270 -0.18450 -6.45880
C: -0.26780 1.16570 -6.56930
H: -0.61470 1.69680 -5.69350
C: -0.11540 1.82420 -7.77910
H: -0.36150 2.87540 -7.85160
C: 0.35720 1.14330 -8.89300
H: 0.47720 1.66010 -9.83590
C: 0.68500 -0.20090 -8.78770
H: 1.06280 -0.73660 -9.64850
C: 0.00000 0.00000 2.00000
C: 0.00000 -0.03470 3.30330
C: 0.00000 -0.07510 4.82280
C: -1.11180 0.41950 5.56000
C: -0.97690 0.64980 6.93890
C: 0.04460 0.16580 7.58250
C: 1.00620 -0.59470 6.90390
C: 1.04250 -0.57510 5.48840
H: -2.04210 0.61450 5.06840
H: -1.71460 1.22330 7.46010
H: 0.15060 0.34860 8.63140
H: 1.70900 -1.18660 7.45220
H: 1.89250 -0.95530 4.96110

The HOMO energy (spin up / spin down) comes out at -4.938 / -7.053 eV. Its charge is 0. Its LUMO energy (spin up / spin down) is 0.350 / -0.336 eV. The value obtained for the HOMO-LUMO gap (spin up / spin down) is 5.29 / 6.72 eV. Its spin multiplicity is 5.

Atom charges from the natural (NBO) analysis, given in e for atoms 1 to 5:
1. C -0.272
2. C -0.315
3. C -0.353
4. H 0.230
5. C -0.335

- What is the charge in the second record?
  0